Entry 1:
C32H37N4O | the ωB97M-V functional and the def2-TZVPD basis

multiplicity: 1
ΔE to the lowest compared entry with this formula, charge and spin: 73.2 kcal/mol
LUMO level: -4.9 eV
gap between HOMO and LUMO: 5.2 eV
E_tot: -1535.50991 Eh
net charge: +1

Positions of all 74 atoms, in Å:
C1 -7.14045 -1.55194 4.47786
C2 -7.19919 -1.42945 2.96094
C3 -5.93088 -0.66697 2.52904
N1 -5.07086 -0.66503 3.69333
C4 -3.82839 -0.04296 3.69954
C5 -3.66870 1.32460 3.35124
C6 -2.43128 1.93253 3.33444
C7 -1.23717 1.19261 3.55320
C8 -0.01806 1.87202 3.38134
C9 1.25922 1.28917 3.38804
C10 1.48438 -0.08416 3.11119
C11 2.73709 -0.64284 3.23658
C12 3.86834 0.13784 3.57413
N2 5.14369 -0.42842 3.65232
C13 5.58001 -1.09880 4.87114
C14 6.74333 -2.02122 4.46784
C15 6.84456 -1.96785 2.94717
C16 5.78664 -0.96027 2.46130
C17 3.64972 1.51700 3.82222
C18 2.39473 2.08046 3.72022
C19 -1.40554 -0.15100 4.01833
C20 -2.65104 -0.74608 4.06588
C21 -5.79457 -0.93999 4.92012
H1 -7.96936 -1.02660 4.95443
H2 -7.18862 -2.59188 4.80004
H3 -7.19705 -2.41132 2.48595
H4 -8.09653 -0.91039 2.62450
H5 -5.42050 -1.15324 1.68345
H6 -6.16550 0.36576 2.20904
H7 -4.55832 1.90798 3.11802
H8 -2.34446 3.00822 3.16884
H9 -0.06625 2.95867 3.31968
H10 0.63996 -0.70010 2.80642
H11 2.87006 -1.70902 3.05333
H12 5.88833 -0.35311 5.61956
H13 4.73640 -1.66155 5.31144
H14 7.66397 -1.67870 4.94011
H15 6.55771 -3.03611 4.82102
H16 7.83594 -1.65626 2.61870
H17 6.65128 -2.94617 2.50434
H18 5.03463 -1.42710 1.80141
H19 6.23902 -0.13361 1.88981
H20 4.51775 2.13160 4.04726
H21 2.24683 3.13791 3.94916
H22 -0.54149 -0.70364 4.39303
H23 -2.74123 -1.79736 4.34544
H24 -5.96062 -0.00053 5.49175
H25 -5.21020 -1.60784 5.57203
C22 7.18702 4.03255 1.83984
O1 6.33760 3.04085 1.25320
C23 5.09377 3.43936 0.87856
C24 4.29893 2.45915 0.23205
C25 2.94183 2.66018 0.08456
C26 2.39434 3.92152 0.35199
N3 1.02855 4.11949 0.21554
C27 0.09695 3.10734 0.31562
N4 -1.08293 3.73034 0.04571
C28 -2.34513 3.05286 -0.00056
C29 -0.89478 5.11280 -0.17432
C30 0.42297 5.35980 -0.04332
C31 3.20500 4.96142 0.83274
C32 4.53949 4.71316 1.15245
H26 8.17559 3.58069 1.88928
H27 7.21706 4.93341 1.21601
H28 6.82416 4.26790 2.84583
H29 4.80750 1.53838 -0.06943
H30 2.29492 1.83447 -0.23712
H31 -2.23346 2.02161 0.36312
H32 -3.08390 3.56511 0.62510
H33 -2.75844 3.00491 -1.01663
H34 -1.67892 5.79776 -0.36453
H35 0.97024 6.27390 -0.08009
H36 2.74598 5.92736 1.03938
H37 5.12317 5.50336 1.62401

=====

Entry 2:
C53H57BrFKN8O4PS | the ωB97M-V functional and the def2-TZVPD basis

multiplicity: 1
ΔE to the lowest compared entry with this formula, charge and spin: 12.7 kcal/mol
LUMO level: 2.0 eV
gap between HOMO and LUMO: 5.8 eV
E_tot: -6806.29952 Eh
net charge: -1

Positions of all 127 atoms, in Å:
K1 0.27006 -0.14224 0.32210
C1 -0.14709 0.65190 3.99941
C2 -1.35635 -0.13915 4.49716
C3 -2.11592 -0.95789 3.48396
C4 -3.26291 -0.45731 2.87449
C5 -3.97322 -1.26579 2.00828
C6 -3.48599 -2.52906 1.71581
C7 -2.32759 -2.93971 2.35469
N1 -1.67194 -2.19265 3.23949
N2 1.06124 -0.08877 3.59047
C8 2.14845 0.86766 3.64030
C9 3.47572 0.46290 3.05489
C10 4.64379 0.76690 3.74837
C11 5.86782 0.51420 3.15213
C12 5.88299 -0.03162 1.88106
C13 4.66685 -0.30927 1.26816
N3 3.48634 -0.07335 1.83395
C14 1.31412 -1.28858 4.35790
C15 2.26333 -2.21041 3.63543
C16 3.53349 -2.47784 4.13353
C17 4.37127 -3.32201 3.42294
C18 3.90134 -3.88444 2.24723
C19 2.60924 -3.57560 1.84038
N4 1.80324 -2.75969 2.51042
H1 0.12287 1.32889 4.83079
H2 -0.45697 1.28743 3.16688
H3 -2.03670 0.61821 4.89559
H4 -1.09357 -0.78737 5.33564
H5 -3.58230 0.55699 3.08149
H6 -4.87291 -0.89900 1.52943
H7 -3.98832 -3.18382 1.01389
H8 -1.91085 -3.92461 2.16822
H9 2.31328 1.20786 4.68067
H10 1.81814 1.74691 3.07413
H11 4.58181 1.19922 4.73912
H12 6.79103 0.74586 3.66947
H13 6.80962 -0.24249 1.36375
H14 4.63389 -0.72781 0.26916
H15 0.37690 -1.83242 4.45642
H16 1.70229 -1.07132 5.37222
H17 3.86171 -1.99850 5.04906
H18 5.37361 -3.52859 3.77818
H19 4.51254 -4.54557 1.64751
H20 2.21019 -4.00060 0.92323
C20 -6.82494 3.06521 0.55669
C21 -6.58202 2.45956 -0.82070
C22 -7.78237 1.61651 -1.22480
C23 -7.51434 0.83265 -2.49526
C24 -6.31646 -0.04804 -2.29807
C25 -6.20265 -1.27680 -2.90527
C26 -5.04805 -2.03094 -2.72797
F1 -4.97590 -3.22988 -3.35258
C27 -4.00429 -1.58992 -1.96892
C28 -4.10150 -0.34738 -1.33339
C29 -2.93011 0.12055 -0.54178
O1 -1.97521 -0.63944 -0.38255
C30 -3.05878 1.47440 -0.04200
C31 -4.24012 2.11969 -0.22045
N5 -5.34721 1.64350 -0.84069
C32 -5.26414 0.41290 -1.48121
C33 -1.99688 2.28305 0.73202
O2 -2.30893 3.45276 1.01186
O3 -0.93125 1.68017 0.99136
H21 -7.80782 3.53893 0.56710
H22 -6.09132 3.81917 0.83106
H23 -6.81128 2.28278 1.31797
H24 -6.45785 3.26681 -1.55165
H25 -8.63471 2.28654 -1.34892
H26 -8.02643 0.93004 -0.40765
H27 -7.32636 1.53051 -3.31886
H28 -8.37880 0.23211 -2.78199
H29 -6.99597 -1.65947 -3.53556
H30 -3.09517 -2.15959 -1.85219
H31 -4.29114 3.12046 0.18586
Br1 -0.22179 0.89879 -2.97380
C34 1.36377 0.28237 -3.83954
C35 1.57059 0.70762 -5.11956
C36 2.72896 0.28005 -5.80481
C37 3.61584 -0.54870 -5.18495
C38 3.39955 -0.98879 -3.85363
C39 4.32187 -1.85759 -3.22285
C40 4.08891 -2.25726 -1.93842
C41 2.94723 -1.79716 -1.23782
C42 1.97693 -0.96108 -1.76093
C43 2.24851 -0.57277 -3.11827
H32 0.85591 1.36291 -5.59819
H33 2.90214 0.61562 -6.82030
H34 4.50768 -0.88525 -5.70370
H35 5.18978 -2.20037 -3.77616
H36 4.78620 -2.93744 -1.45441
H37 2.84535 -2.14181 -0.20900
C44 4.63714 4.21439 -0.80744
N6 3.69927 3.65888 -1.77351
C45 2.64732 4.64234 -2.01573
N7 1.95863 5.10191 -0.81036
C46 2.95859 5.60109 0.12668
N8 4.02779 4.65373 0.44877
C47 3.49615 3.50190 1.19156
P1 2.17206 2.54576 0.29770
C48 3.12534 2.39414 -1.28979
C49 1.16656 4.01547 -0.21044
H38 5.12144 5.08360 -1.26356
H39 5.40140 3.46552 -0.58519
H40 1.91324 4.21218 -2.70008
H41 3.10440 5.51456 -2.49414
H42 2.45870 5.89783 1.05170
H43 3.42572 6.48578 -0.31747
H44 3.09814 3.85558 2.14907
H45 4.32025 2.81988 1.42720
H46 2.46533 1.98044 -2.05368
H47 3.92194 1.65629 -1.15368
H48 0.60510 4.38903 0.64944
H49 0.41055 3.68072 -0.92587
O4 1.32274 -5.01187 -1.95810
S1 0.43762 -4.00111 -1.29610
C50 -1.08546 -4.91109 -0.88325
C51 -2.05372 -4.85442 -2.07783
C52 -1.33585 -4.15480 -3.23844
C53 -0.42153 -3.11583 -2.60343
H50 -1.50975 -4.48104 0.02436
H51 -0.72020 -5.91249 -0.65744
H52 -2.93870 -4.28386 -1.79715
H53 -2.40356 -5.84880 -2.35723
H54 -2.03908 -3.70593 -3.94211
H55 -0.71750 -4.86787 -3.78624
H56 -0.94641 -2.28412 -2.12241
H57 0.34644 -2.69116 -3.24835

=====

Entry 3:
C21H21As2NO12W | the ωB97M-V functional and the def2-TZVPD basis

multiplicity: 1
ΔE to the lowest compared entry with this formula, charge and spin: 1.0 kcal/mol
LUMO level (alpha / beta): -8.9 / -8.9 eV
gap between HOMO and LUMO (alpha / beta): 5.9 / 5.9 eV
E_tot: -6308.48891 Eh
net charge: +2

Positions of all 58 atoms, in Å:
W1 -1.82773 -0.78531 -0.46186
O1 -3.53237 0.52132 -3.72543
C1 -3.48236 0.07018 -2.63748
O2 -2.58583 -0.93289 -2.26929
C2 -4.34771 0.44563 -1.45631
C3 -5.62932 0.96153 -1.43511
C4 -6.30159 0.95608 -0.21282
C5 -5.73680 0.37420 0.92646
C6 -4.45503 -0.11691 0.81127
N1 -3.79041 0.02811 -0.32984
C7 -3.65204 -0.99793 1.73479
O3 -3.73022 -1.08183 2.90981
O4 -2.73146 -1.72200 0.97976
H1 -6.09821 1.31084 -2.34445
H2 -7.30959 1.34605 -0.16164
H3 -6.29202 0.26825 1.84798
C8 1.07291 3.65784 0.85093
O5 0.97606 3.25834 2.22571
C9 1.22971 2.01647 2.58512
O6 1.23908 1.65778 3.73075
C10 1.29534 0.91964 1.52124
C11 2.42927 0.46876 0.98398
As1 2.97181 -1.12038 -0.08929
C12 3.78096 -0.08976 -1.54491
C13 1.16276 -1.38006 -0.90555
C14 0.32930 -0.37642 -1.16006
As2 -0.41360 -0.01459 1.61415
C15 -0.09992 -1.27643 3.04714
C16 -0.32328 0.72245 -1.69404
O7 -1.35889 1.10426 -0.97753
O8 -0.21807 1.21059 -2.87983
C17 0.76327 0.67350 -3.80981
C18 0.42467 -2.63334 -0.72063
O9 -0.84667 -2.58272 -0.62052
O10 1.09395 -3.71985 -0.64193
C19 0.42951 -5.01969 -0.45638
C20 3.66258 1.27505 1.33999
O11 3.65252 2.45581 1.54649
O12 4.71316 0.47219 1.45191
C21 5.95187 1.10704 1.87265
H4 0.84844 4.71899 0.84463
H5 0.33034 3.13548 0.24316
H6 2.08169 3.48960 0.48045
H7 4.77814 0.20498 -1.22511
H8 3.20646 0.80144 -1.78796
H9 3.87544 -0.73701 -2.41511
H10 0.55989 -0.80647 3.77446
H11 0.38170 -2.15332 2.60331
H12 -1.04890 -1.57057 3.49138
H13 0.60342 1.22758 -4.72671
H14 0.56635 -0.38553 -3.96303
H15 1.76494 0.84524 -3.42532
H16 0.96718 -5.50422 0.35090
H17 0.55827 -5.56094 -1.38775
H18 -0.61738 -4.87306 -0.21722
H19 6.68789 0.31227 1.89731
H20 5.81435 1.54374 2.85803
H21 6.22616 1.88002 1.15917

=====

Q: Which of these has the lowest net charge?
A: C53H57BrFKN8O4PS

=====

Q: Which of these has the lowest net charge?
A: C53H57BrFKN8O4PS

=====

Q: Which of these has the lowest ΔE to the lowest compared entry with this formula, charge and spin?
A: C21H21As2NO12W

=====

Q: Look up the net charge of the second one.
A: -1